Entry 1:
The following is a DFT calculation (ωB97M-V with the def2-TZVPD basis set) of a molecular structure, C14H22CoN4O9S in a non-equilibrium geometry.

Multiplicity: 4
Electronic energy: -87724.0607 eV
Expectation value of S²: 3.757
Net charge: 0
Frontier orbital gap (spin up / spin down): 7.8 / 8.2 eV
Relative energy (zero: lowest compared OMol25 entry of this formula, charge and spin): 3.3 kcal/mol
HOMO (spin up / spin down): -8.867 / -9.204 eV
LUMO energy (spin up / spin down): -1.03 / -1.03 eV

Each line ends with the Mulliken charge.
Element x y z (Å)
Co (-1.836, -1.231, 1.300)  0.54
O (-3.323, -2.730, 0.816)  -0.56
C (-4.587, -2.122, 0.474)  -0.64
C (-4.793, -0.979, 1.430)  -0.70
N (-3.724, 0.017, 1.318)  0.62
C (-3.749, 0.749, 0.049)  -0.68
C (-2.882, 0.066, -1.019)  0.48
O (-3.178, 0.162, -2.195)  -0.71
O (-1.833, -0.528, -0.534)  -0.57
C (-3.647, 0.826, 2.538)  -0.67
C (-2.844, 0.100, 3.630)  0.54
O (-3.006, 0.404, 4.792)  -0.68
O (-1.993, -0.768, 3.168)  -0.61
H (-3.116, -3.406, 0.163)  0.32
H (-5.387, -2.851, 0.599)  0.43
H (-4.570, -1.785, -0.563)  0.39
H (-4.779, -1.372, 2.447)  0.42
H (-5.777, -0.531, 1.246)  0.39
H (-3.294, 1.728, 0.209)  0.39
H (-4.761, 0.907, -0.333)  0.25
H (-4.627, 1.103, 2.931)  0.34
H (-3.101, 1.745, 2.319)  0.36
C (4.473, 3.354, -3.889)  -1.24
C (3.720, 2.102, -3.447)  -0.46
S (3.868, 1.925, -1.687)  1.21
O (5.264, 1.902, -1.329)  -0.68
O (2.976, 2.871, -1.054)  -0.66
C (3.205, 0.302, -1.371)  -0.55
C (3.238, 0.073, 0.144)  -1.49
N (2.210, -0.890, 0.541)  0.34
C (0.990, -0.539, 0.989)  0.92
N (0.240, -1.619, 1.203)  -0.08
C (0.999, -2.701, 0.887)  -0.84
C (2.212, -2.270, 0.469)  0.22
N (3.301, -3.068, -0.002)  1.03
O (4.294, -2.488, -0.411)  -0.61
O (3.199, -4.265, 0.152)  -0.61
C (0.580, 0.873, 1.227)  -1.02
H (4.377, 3.473, -4.967)  0.38
H (5.529, 3.278, -3.637)  0.35
H (4.066, 4.241, -3.406)  0.35
H (4.130, 1.192, -3.889)  0.38
H (2.650, 2.164, -3.647)  0.38
H (3.808, -0.432, -1.902)  0.54
H (2.180, 0.306, -1.748)  0.49
H (3.014, 0.999, 0.666)  0.61
H (4.213, -0.275, 0.460)  0.32
H (0.649, -3.717, 0.961)  0.54
H (1.154, 1.300, 2.052)  0.52
H (-0.469, 0.913, 1.505)  -0.26
H (0.733, 1.493, 0.343)  0.29



Entry 2:
The following is a DFT calculation (ωB97M-V with the def2-TZVPD basis set) of 12 unconnected molecules or ions with the total composition C34H97N5O12 in a non-equilibrium geometry.

Electronic energy: -68847.9245 eV
Net charge: 0
Frontier orbital gap: 9.8 eV
Relative energy (zero: lowest compared OMol25 entry of this formula, charge and spin): 0.6 kcal/mol
HOMO: -9.321 eV
LUMO energy: 0.45 eV

Each line ends with the Mulliken charge.
Element x y z (Å)
C (-3.217, -2.333, -3.048)  0.12
O (-4.084, -3.059, -2.218)  -0.47
C (-4.071, -2.595, -0.887)  0.85
C (-4.813, -3.562, 0.038)  0.84
C (-6.280, -3.774, -0.276)  -1.75
N (-4.752, -3.012, 1.405)  -0.51
H (-3.370, -1.250, -3.128)  0.04
H (-3.318, -2.682, -4.077)  0.44
H (-2.174, -2.488, -2.747)  -0.31
H (-3.025, -2.544, -0.538)  -0.87
H (-4.370, -1.546, -0.768)  0.38
H (-4.297, -4.529, 0.054)  -0.20
H (-6.774, -4.458, 0.416)  0.48
H (-6.412, -4.262, -1.245)  0.36
H (-6.779, -2.804, -0.273)  0.36
H (-3.852, -3.127, 1.857)  0.07
H (-5.371, -3.572, 1.983)  0.28
C (0.082, 6.607, 1.253)  -0.72
O (-0.111, 6.212, -0.078)  -0.34
C (1.120, 6.071, -0.755)  -1.08
C (0.830, 5.490, -2.148)  2.02
C (2.136, 5.373, -2.934)  -1.66
N (-0.147, 6.295, -2.925)  -0.81
H (0.769, 7.451, 1.354)  0.40
H (0.411, 5.783, 1.899)  0.05
H (-0.862, 6.868, 1.739)  0.28
H (1.659, 7.029, -0.803)  0.62
H (1.773, 5.394, -0.184)  0.32
H (0.387, 4.506, -1.966)  -0.81
H (2.480, 6.348, -3.288)  0.47
H (2.049, 4.707, -3.787)  0.27
H (2.909, 5.052, -2.230)  0.39
H (-0.863, 6.507, -2.225)  0.30
H (0.319, 7.198, -3.032)  0.35
C (4.960, -4.940, -3.185)  -0.62
O (3.805, -4.458, -3.822)  -0.32
C (2.641, -4.584, -3.046)  0.27
C (1.459, -4.199, -3.903)  0.32
C (0.150, -4.034, -3.115)  -1.06
N (1.206, -5.271, -4.894)  -0.79
H (5.810, -4.865, -3.861)  0.30
H (4.882, -6.005, -2.942)  0.34
H (5.189, -4.380, -2.273)  0.12
H (2.484, -5.600, -2.658)  0.30
H (2.722, -3.925, -2.163)  -0.46
H (1.640, -3.313, -4.512)  0.38
H (0.334, -3.192, -2.437)  -0.02
H (-0.076, -4.901, -2.492)  0.25
H (-0.698, -3.800, -3.748)  0.45
H (2.002, -5.304, -5.524)  0.28
H (1.172, -6.178, -4.439)  0.28
C (0.471, -1.873, 0.403)  -0.35
O (0.967, -0.659, -0.101)  -0.17
C (0.216, 0.446, 0.373)  1.20
C (0.615, 1.742, -0.259)  1.35
C (2.066, 2.111, 0.028)  -0.98
N (-0.227, 2.845, 0.288)  1.86
H (1.157, -2.692, 0.193)  0.65
H (-0.492, -2.118, -0.069)  -0.58
H (0.221, -1.789, 1.466)  0.29
H (-0.857, 0.318, 0.189)  -1.27
H (0.395, 0.483, 1.453)  -0.22
H (0.479, 1.755, -1.347)  0.41
H (2.365, 3.047, -0.444)  0.18
H (2.731, 1.302, -0.283)  -0.03
H (2.217, 2.205, 1.107)  -0.16
H (0.079, 3.742, -0.072)  -0.83
H (-1.177, 2.721, -0.116)  -0.92
C (-2.442, 1.173, -2.098)  -1.13
O (-2.489, 2.307, -1.284)  0.32
C (-3.299, 3.363, -1.783)  -1.24
C (-3.379, 4.474, -0.754)  1.88
C (-3.930, 4.028, 0.610)  -1.08
N (-4.206, 5.527, -1.333)  -0.77
H (-1.956, 0.290, -1.685)  0.09
H (-1.874, 1.393, -3.013)  0.44
H (-3.430, 0.852, -2.445)  0.49
H (-2.921, 3.722, -2.742)  0.39
H (-4.320, 2.983, -1.923)  0.39
H (-2.360, 4.849, -0.622)  -0.88
H (-4.004, 4.902, 1.263)  0.39
H (-3.339, 3.285, 1.144)  -0.23
H (-4.961, 3.686, 0.484)  0.39
H (-4.221, 6.349, -0.736)  0.32
H (-5.180, 5.229, -1.270)  0.31
C (-1.165, -4.966, 0.824)  -0.62
C (-1.013, -4.654, 2.314)  -0.30
O (-1.742, -3.466, 2.570)  -0.16
H (-2.206, -5.124, 0.542)  0.10
H (-0.632, -5.862, 0.495)  0.47
H (-0.724, -4.144, 0.260)  -0.16
H (0.050, -4.459, 2.501)  0.36
H (-1.352, -5.475, 2.955)  0.38
H (-1.344, -2.997, 3.321)  0.01
C (3.154, 1.430, -3.398)  -0.65
C (4.554, 1.090, -3.863)  0.07
O (5.309, 2.304, -3.887)  -0.53
H (2.561, 2.020, -4.092)  0.49
H (3.216, 1.900, -2.418)  -0.04
H (2.624, 0.494, -3.191)  0.18
H (4.541, 0.577, -4.829)  0.27
H (5.040, 0.449, -3.121)  -0.11
H (6.245, 2.108, -3.805)  0.30
C (-0.336, -3.653, 5.820)  -1.26
C (0.338, -2.377, 5.374)  -0.03
O (-0.419, -1.722, 4.364)  -0.39
H (0.136, -4.070, 6.705)  0.40
H (-0.360, -4.402, 5.021)  0.22
H (-1.409, -3.510, 5.977)  0.29
H (1.392, -2.565, 5.151)  0.20
H (0.381, -1.685, 6.224)  0.39
H (-0.136, -0.805, 4.299)  0.10
C (-2.704, 0.091, 2.609)  -0.45
C (-3.341, 0.306, 1.246)  2.24
O (-4.730, 0.031, 1.313)  -0.73
H (-3.165, 0.768, 3.333)  0.33
H (-1.657, 0.403, 2.640)  -0.38
H (-2.864, -0.942, 2.911)  0.21
H (-2.883, -0.363, 0.508)  -0.87
H (-3.215, 1.342, 0.931)  -0.89
H (-4.869, -0.927, 1.438)  0.42
C (2.955, -0.430, 2.634)  0.87
C (3.953, -0.957, 3.636)  -0.88
O (3.601, -0.504, 4.950)  -0.51
H (2.716, 0.615, 2.821)  0.05
H (2.015, -0.983, 2.673)  -0.45
H (3.350, -0.595, 1.629)  -0.18
H (4.951, -0.572, 3.398)  0.50
H (4.091, -2.040, 3.574)  0.29
H (4.280, 0.090, 5.273)  0.29
C (-1.192, 3.871, 3.950)  -0.68
C (0.276, 3.455, 3.909)  -0.43
O (0.395, 2.248, 3.164)  -0.22
H (-1.292, 4.784, 4.545)  0.42
H (-1.807, 3.111, 4.429)  0.27
H (-1.516, 3.990, 2.917)  -0.12
H (0.636, 3.211, 4.910)  0.33
H (0.921, 4.226, 3.478)  0.20
H (0.190, 2.429, 2.224)  -0.30
C (4.862, -2.840, -0.176)  -0.93
C (4.459, -1.521, -0.844)  0.29
O (5.312, -0.456, -0.380)  -0.54
H (5.940, -2.953, -0.292)  0.36
H (4.331, -3.627, -0.712)  0.10
H (4.679, -2.803, 0.897)  0.05
H (3.401, -1.295, -0.715)  -0.42
H (4.682, -1.640, -1.908)  0.72
H (5.959, -0.307, -1.072)  0.37



Entry 3:
The following is a DFT calculation (ωB97M-V with the def2-TZVPD basis set) of 3 unconnected molecules or ions with the total composition CH5N2O2 in a non-equilibrium geometry.

Electronic energy: -8179.7442 eV
Net charge: +1
Frontier orbital gap (spin up / spin down): 5.9 / 4.5 eV
Relative energy (zero: lowest compared OMol25 entry of this formula, charge and spin): 105.0 kcal/mol
HOMO (spin up / spin down): -15.822 / -14.870 eV
LUMO energy (spin up / spin down): -9.91 / -10.36 eV

Each line ends with the Mulliken charge.
Element x y z (Å)
C (0.235, -0.171, -0.104)  0.39
N (-0.867, -0.133, -0.543)  0.15
N (1.328, -0.130, 0.339)  -0.14
O (-3.136, 1.263, -0.338)  -0.70
O (3.672, -1.484, 0.451)  -0.55
H (-1.716, 0.099, -0.964)  0.40
H (-3.135, 2.195, -0.641)  0.35
H (4.579, -1.593, 0.584)  0.34
H (3.110, -1.050, 1.088)  0.40
H (-4.070, 1.004, 0.128)  0.36